11
Properties=species:S:1:pos:R:3:forces:R:3 method="wB97M-V/def2-TZVPD" e_homo_ev="-12.9394 / -16.7202" energy_ha=-280.717205 de_lowest_kcal_mol=26.4 total_charge=+1 gap_ha="0.2362 / 0.3734" spin_multiplicity=3
C -0.6371 0.6225 0.3941 4.2 0.2 -0.2
N -1.5802 -0.6393 -1.1223 0.4 -0.7 0.7
N 2.3146 0.0684 0.7316 0.2 1.3 2.1
N -1.1968 -0.6417 0.0988 0.0 2.2 -3.3
O 2.5080 -0.7281 -0.1287 0.2 -1.4 -1.6
H 0.5117 0.4875 0.8119 -2.0 -0.9 -0.5
H -1.0097 1.0228 1.2945 -0.9 0.8 0.9
H -0.2144 1.2742 -0.4525 -1.9 -0.6 0.8
H -1.6535 0.1780 -1.8200 0.6 -1.1 1.6
H -1.7797 -1.5663 -1.4876 -0.5 0.0 -0.1
H 2.7370 -0.0781 1.6800 -0.2 0.1 -0.5